The following is a DFT calculation (ωB97M-V/def2-TZVPD) of C25H36Ge2IrNO11P2 as an isolated structure.

XYZ file:
```
78
Properties=species:S:1:pos:R:3:mulliken_spin:R:1
Ir -1.056 1.882 -0.098 -0.0011
O 0.585 -0.811 3.218 0.0011
C -0.127 -0.485 2.287 0.0013
O 0.093 -0.884 1.055 -0.0105
C -1.346 0.351 2.565 -0.0011
C -1.935 0.169 3.807 0.0011
C -3.064 0.894 4.149 -0.0002
C -3.560 1.804 3.236 0.0002
C -2.910 1.954 2.026 0.0008
N -1.826 1.239 1.684 0.0039
C -3.415 2.954 1.011 0.0001
O -4.400 3.611 1.232 0.0000
O -2.702 2.994 -0.083 -0.0006
H -1.484 -0.541 4.484 0.0000
H -3.536 0.755 5.112 0.0000
H -4.431 2.418 3.417 0.0000
C -4.429 0.216 -3.413 0.0009
C -3.529 1.179 -2.642 0.0137
Ge -2.359 0.314 -1.333 0.0222
C -3.298 -1.043 -0.254 0.0129
C -3.531 -2.386 -0.947 0.0013
C -1.096 -0.690 -2.574 -0.0858
C -0.266 -1.541 -2.145 0.1757
Ge 1.731 -1.813 0.997 0.0480
C 3.119 -0.566 1.538 0.0305
C 4.564 -1.056 1.423 -0.0008
C 1.429 -3.498 1.923 0.0179
C 2.506 -4.580 1.843 0.0034
C 0.638 -2.439 -1.668 0.2758
C 0.434 -3.827 -1.879 0.0593
C 1.494 -4.693 -1.817 0.1226
C 2.811 -4.217 -1.572 0.0407
C 3.018 -2.915 -1.241 0.1367
C 1.909 -1.982 -1.085 0.0279
H -5.013 0.743 -4.169 0.0004
H -5.135 -0.287 -2.751 0.0002
H -3.854 -0.557 -3.929 0.0000
H -4.117 1.921 -2.098 0.0003
H -2.879 1.742 -3.317 -0.0006
H -4.254 -0.591 0.028 0.0007
H -2.738 -1.192 0.670 -0.0018
H -4.049 -2.271 -1.899 0.0004
H -4.129 -3.051 -0.323 0.0002
H -2.584 -2.890 -1.151 -0.0005
H -1.108 -0.353 -3.608 0.0413
H 2.883 -0.304 2.568 0.0001
H 2.950 0.324 0.927 -0.0073
H 4.731 -1.973 1.988 0.0004
H 5.243 -0.303 1.822 0.0011
H 4.867 -1.237 0.392 -0.0005
H 0.456 -3.875 1.601 0.0012
H 1.307 -3.173 2.957 0.0002
H 2.595 -5.010 0.850 -0.0007
H 2.262 -5.389 2.531 0.0013
H 3.487 -4.198 2.130 0.0003
H -0.546 -4.172 -2.183 0.0043
H 1.340 -5.743 -2.026 0.0046
H 3.647 -4.899 -1.649 0.0024
H 4.021 -2.564 -1.039 0.0197
H 2.136 -0.939 -1.307 0.0202
C 3.102 3.279 0.164 -0.0001
C 1.958 3.716 -0.748 0.0001
O 2.403 4.500 -1.851 0.0000
P 0.653 4.557 0.217 0.0002
O 1.456 5.730 0.902 0.0000
O -0.317 5.326 -0.751 0.0000
O 0.008 3.581 1.137 0.0000
P 1.128 2.267 -1.533 -0.0025
O 2.011 1.966 -2.802 0.0005
O -0.300 2.704 -1.892 -0.0003
O 1.038 1.087 -0.589 0.0163
H 3.636 4.154 0.536 0.0000
H 3.801 2.654 -0.393 -0.0001
H 2.720 2.716 1.015 0.0001
H 2.794 5.323 -1.534 0.0000
H 0.925 6.413 1.334 0.0000
H -0.900 4.729 -1.254 0.0000
H 2.333 2.777 -3.228 0.0000
```

Computed properties:
Energy relative to the best compared isomer or geometry (same formula, charge and spin): 0.086 eV
Spin multiplicity: 2
E_HOMO (spin up / spin down): -10.422 / -11.277 eV
Total charge: +1
Energy: -184970.8242 eV

The following is a DFT calculation (ωB97M-V/def2-TZVPD) of C27H26F6N2O4OsS2Si2 as an isolated structure.

XYZ file:
```
70
Properties=species:S:1:pos:R:3:lowdin_charge:R:1
Os -0.208 0.262 -0.363 1.0632
C -3.911 -2.075 -0.219 -0.0547
C -3.447 -3.322 0.196 -0.0750
C -2.088 -3.513 0.347 -0.0288
C -1.210 -2.453 0.123 -0.2206
C -1.660 -1.170 -0.213 -0.3023
C -3.034 -1.022 -0.419 -0.1253
C 0.228 -2.608 0.045 -0.1916
C 0.898 -3.835 0.286 0.0204
C 2.210 -3.964 -0.018 0.0103
C 2.876 -2.896 -0.671 -0.1537
C 4.197 -3.023 -1.149 -0.0259
C 4.789 -2.008 -1.847 -0.0693
C 4.063 -0.829 -2.094 -0.0558
C 2.793 -0.667 -1.612 -0.0490
C 2.171 -1.691 -0.869 -0.2054
N 0.889 -1.531 -0.377 -0.0058
H -4.970 -1.924 -0.387 0.1111
H -4.137 -4.137 0.367 0.1024
H -1.718 -4.492 0.622 0.1044
H -3.446 -0.076 -0.737 0.0714
H 0.341 -4.653 0.718 0.1099
H 2.746 -4.883 0.181 0.1230
H 4.723 -3.952 -0.965 0.1160
H 5.796 -2.115 -2.225 0.1060
H 4.511 -0.035 -2.678 0.1122
H 2.251 0.237 -1.824 0.0671
C 1.568 2.169 -0.371 -0.1976
Si 1.417 0.981 1.138 0.4994
C 2.961 0.008 1.552 -0.1599
C 0.986 1.953 2.654 -0.3048
C 1.819 2.730 3.463 -0.0923
C 1.303 3.337 4.594 -0.0879
C -0.036 3.147 4.939 -0.0810
C -0.859 2.359 4.151 -0.0836
C -0.357 1.756 2.993 -0.2908
Si -1.304 0.588 1.842 0.5148
C -1.537 -0.964 2.877 -0.1696
C -2.975 1.431 1.671 -0.1757
H 2.632 2.195 -0.624 0.0485
H 1.233 3.153 -0.046 0.0502
H 1.072 1.982 -1.333 -0.0065
H 3.467 0.533 2.365 0.0315
H 3.669 -0.148 0.742 0.0245
H 2.667 -0.972 1.940 0.0433
H 2.865 2.871 3.211 0.1012
H 1.937 3.955 5.217 0.1000
H -0.429 3.616 5.833 0.1011
H -1.893 2.209 4.444 0.0993
H -1.809 -0.666 3.894 0.0353
H -0.620 -1.556 2.939 0.0354
H -2.326 -1.607 2.483 0.0279
H -3.360 1.568 2.687 0.0328
H -3.715 0.858 1.118 0.0185
H -2.888 2.415 1.214 0.0334
F -1.890 4.577 -2.182 0.1591
C -1.716 3.514 -2.959 -0.6757
F -2.321 3.715 -4.123 0.1584
F -0.410 3.343 -3.170 0.1381
S -2.421 2.033 -2.120 0.6256
O -1.523 1.895 -0.969 -0.4289
O -3.773 2.371 -1.836 -0.2241
N -2.346 0.859 -3.156 -0.2592
S -1.112 -0.093 -3.403 0.6366
O 0.080 0.327 -2.652 -0.3951
O -1.459 -1.471 -3.392 -0.2205
C -0.653 0.288 -5.145 -0.6826
F -0.370 1.579 -5.285 0.1485
F 0.422 -0.430 -5.458 0.1544
F -1.650 -0.033 -5.954 0.1636
```

Computed properties:
Energy relative to the best compared isomer or geometry (same formula, charge and spin): 0.000 eV
E_HOMO: -8.148 eV
Energy: -95790.8886 eV